ORCA calculation (ωB97M-V/def2-TZVPD) on 2 unconnected molecules or ions with the total composition C5H14NP.

Orbital gap (eV): 9.765
SMILES string: C=PC(C)(C)C.N
Lowest unoccupied orbital energy (eV): 0.39
Energy above the lowest of the compared OMol25 structures with the same formula, charge and spin (kJ/mol): 30.4
DFT total energy (eV): -16190.1079

The geometry in XYZ format:
```
21
Properties=species:S:1:pos:R:3:mulliken_charge:R:1
C 0.07 -1.32 -1.22 -1.713
C 2.25 -0.20 -0.68 -1.639
C 0.58 -0.67 1.13 -1.563
C 0.29 2.36 0.55 -0.530
C 0.76 -0.28 -0.33 1.379
N -3.49 -0.11 -0.17 -0.637
P -0.04 1.39 -0.76 -0.031
H 0.54 -2.29 -1.11 0.402
H -0.98 -1.40 -0.96 0.432
H 0.14 -1.02 -2.27 0.428
H 2.75 0.57 -0.10 0.395
H 2.38 0.02 -1.74 0.428
H 2.73 -1.16 -0.47 0.391
H -0.46 -0.58 1.43 0.275
H 0.87 -1.71 1.27 0.444
H 1.20 -0.06 1.79 0.397
H -0.08 3.37 0.55 0.281
H 0.86 2.06 1.42 0.237
H -4.43 0.05 0.16 0.238
H -2.86 0.12 0.59 0.172
H -3.31 0.57 -0.91 0.214
```

***

ORCA calculation (ωB97M-V/def2-TZVPD) on 2 unconnected molecules or ions with the total composition C5H14NP.

Orbital gap (spin up / spin down) (eV): 7.905 / 7.970
Lowest unoccupied orbital energy (spin up / spin down) (eV): -0.46 / -0.47
Energy above the lowest of the compared OMol25 structures with the same formula, charge and spin (kJ/mol): 327.8
DFT total energy (eV): -16187.0254

The geometry in XYZ format:
```
21
Properties=species:S:1:pos:R:3:mulliken_charge:R:1
C 0.07 1.29 0.61 -1.477
C 2.24 -0.10 0.23 -1.651
C 0.77 0.61 -1.81 -1.201
C -2.13 -0.93 -0.65 -1.000
C 0.71 0.20 -0.27 1.274
N -1.54 -0.72 2.21 -0.788
P -0.39 -1.32 0.00 0.115
H 0.92 1.49 1.35 0.314
H -0.05 2.20 -0.01 0.305
H -0.87 0.99 1.13 0.483
H 2.34 -0.75 1.10 0.447
H 2.99 0.76 0.27 0.357
H 2.66 -0.89 -0.43 0.476
H 1.79 0.64 -2.20 0.379
H 0.18 -0.26 -2.33 0.257
H 0.30 1.58 -2.07 0.271
H -2.50 -1.44 -1.56 0.393
H -2.23 0.10 -1.08 0.308
H -2.66 -1.21 0.25 0.348
H -1.97 -1.56 2.65 0.193
H -0.63 -0.69 2.60 0.196
```

***

ORCA calculation (ωB97M-V/def2-TZVPD) on 2 unconnected molecules or ions with the total composition C5H14NS.

Net charge: +1
Orbital gap (eV): 3.079
Lowest unoccupied orbital energy (eV): -8.79
Energy above the lowest of the compared OMol25 structures with the same formula, charge and spin (kJ/mol): 498.9
DFT total energy (eV): -17726.1091

The geometry in XYZ format:
```
21
Properties=species:S:1:pos:R:3:mulliken_charge:R:1
C -2.48 1.51 0.94 -1.179
C -1.73 0.69 -0.19 0.324
C -2.53 -0.53 -0.68 -0.519
C -1.75 -1.25 -1.78 -1.211
S 3.52 -0.56 0.96 -0.172
C 5.27 -0.24 0.63 -0.743
N -0.52 0.27 0.30 -0.145
H -1.93 2.41 1.18 0.424
H -3.48 1.77 0.59 0.340
H -2.60 0.86 1.81 0.396
H -1.58 1.42 -1.02 0.362
H -3.52 -0.24 -1.02 0.371
H -2.63 -1.19 0.18 0.345
H -1.66 -0.61 -2.65 0.328
H -2.20 -2.19 -2.06 0.360
H 5.82 -1.16 0.46 0.300
H 5.27 0.37 -0.27 0.258
H 5.74 0.35 1.42 0.295
H -0.74 -1.49 -1.40 0.363
H 3.65 -1.28 2.09 0.138
H 0.08 1.09 0.51 0.364
```

***

ORCA calculation (ωB97M-V/def2-TZVPD) on 2 unconnected molecules or ions with the total composition C5H14NS2.

Net charge: +2
Orbital gap (spin up / spin down) (eV): 9.014 / 5.033
Spin multiplicity: 2
Lowest unoccupied orbital energy (spin up / spin down) (eV): -8.47 / -12.45
Energy above the lowest of the compared OMol25 structures with the same formula, charge and spin (kJ/mol): 107.8
DFT total energy (eV): -28552.9016
Expectation value of S²: 0.755

The geometry in XYZ format:
```
22
Properties=species:S:1:pos:R:3:mulliken_charge:R:1
C -2.09 0.45 -2.00 -0.714
S -3.13 0.85 -0.56 0.368
S -1.77 1.23 0.98 0.034
C -1.11 2.87 0.42 -0.768
H -1.31 1.18 -2.23 0.341
H -1.64 -0.53 -1.94 0.275
H -2.77 0.47 -2.83 0.371
H -1.98 3.48 0.27 0.398
H -0.52 3.21 1.21 0.388
H -0.51 2.73 -0.47 0.316
C 2.14 -2.34 1.27 -1.459
C 1.51 -1.21 0.50 0.790
C 2.18 -0.10 0.13 -0.886
N 0.05 -1.29 0.30 0.060
H 3.22 -2.25 1.32 0.395
H 1.80 -2.37 2.27 0.397
H 1.96 -3.29 0.77 0.404
H 1.75 0.68 -0.56 0.221
H 3.22 0.14 0.46 0.286
H -0.33 -2.11 0.77 0.421
H -0.19 -1.34 -0.67 0.394
H -0.49 -0.44 0.60 -0.034
```

***

- Look up the energy above the lowest of the compared OMol25 structures with the same formula, charge and spin of the third one.
  498.9 kJ/mol

***

- Which formula does entry 2 have?
  C5H14NP

***

- Look up the energy above the lowest of the compared OMol25 structures with the same formula, charge and spin of the third one.
  498.9 kJ/mol

***

- What is the DFT total energy in the third record?
  -17726.1091 eV